(1)
C20H29NO7 | ωB97M-V/def2-TZVPD

Its highest occupied orbital energy is -0.21679 hartree. Its charge is 0.

Geometry as XYZ:
```
57
Properties=species:S:1:pos:R:3:forces:R:3:mulliken_charge:R:1
C -3.4719 -4.4440 2.1632 -0.3 -0.1 0.1 -1.3323
C -2.2694 -4.3200 1.2705 0.4 0.5 0.5 0.1138
O -1.2751 -3.6195 2.0567 -0.7 -0.9 -1.1 -0.2340
C -0.2097 -3.1908 1.3561 0.9 1.1 1.0 0.2543
C 0.8029 -2.6009 2.2133 0.2 0.2 0.1 0.0447
C 2.1703 -2.9332 1.8391 -1.9 -0.4 0.3 0.5234
O 2.4344 -3.9364 1.1896 0.8 0.5 -0.1 -0.7160
O 3.0843 -2.0456 2.2835 1.1 -0.2 -0.5 -0.2293
C 4.4216 -2.2670 1.7802 -0.5 -0.1 0.3 -0.2185
C 5.3677 -1.6154 2.7475 0.2 0.1 0.2 -1.1525
C 0.3478 -1.7145 3.2751 0.3 -1.1 -1.9 0.5089
O -0.7764 -1.2310 3.2955 0.0 0.4 0.7 -0.7296
O 1.2979 -1.4637 4.1986 -0.6 0.7 0.8 -0.2232
C 0.8595 -0.5625 5.2385 0.2 -0.3 -0.4 -0.1867
C 2.0991 -0.0814 5.9351 0.3 0.1 0.2 -1.1662
O -0.1490 -3.2440 0.1334 -0.6 -0.4 -0.6 -0.6902
H -4.2667 -4.9663 1.6298 -0.1 0.0 0.1 0.4100
H -3.2328 -5.0003 3.0747 0.0 0.1 -0.1 0.3145
H -3.8350 -3.4527 2.4508 0.1 -0.1 0.0 0.2918
H -1.8705 -5.3068 0.9882 -0.1 0.3 -0.1 0.2946
H -2.5038 -3.7357 0.3693 0.1 -0.2 0.1 0.0841
H 4.6122 -3.3434 1.7054 -0.1 0.3 -0.1 0.3010
H 4.4822 -1.8062 0.7844 0.1 -0.2 0.1 0.2481
H 6.3914 -1.7674 2.4047 0.1 0.1 0.0 0.4069
H 5.1787 -0.5406 2.8257 0.0 -0.1 0.0 0.2629
H 5.2647 -2.0647 3.7408 0.0 0.1 -0.1 0.2765
H 0.3096 0.2742 4.7907 0.0 -0.3 0.1 0.3004
H 0.2022 -1.1165 5.9224 0.0 0.2 -0.2 0.2635
H 1.8236 0.6543 6.6890 0.1 0.1 0.1 0.4107
H 2.6209 -0.9069 6.4262 0.0 0.1 -0.1 0.2773
H 2.7835 0.3902 5.2240 -0.1 -0.1 0.1 0.2576
C 0.6321 -4.5520 -7.4419 -0.1 0.0 0.5 -0.8188
O 0.2959 -4.9386 -6.0888 -0.1 0.9 0.1 -0.4233
C -0.0028 -3.9641 -5.1901 -0.1 0.1 0.0 0.9892
C -0.2897 -4.3890 -3.8689 0.2 0.0 -1.0 -0.8971
C -0.6225 -3.4659 -2.9107 0.0 0.3 0.5 -0.2813
C -0.7255 -2.0801 -3.2091 0.3 -0.3 -0.7 0.0237
C -1.1393 -1.1708 -2.1706 -0.7 0.6 -0.1 0.0093
N -1.8340 -0.0603 -2.3522 0.8 -1.2 0.0 0.1518
C -2.0597 0.8500 -1.2286 0.0 0.2 0.7 -0.9135
C -2.4417 0.3195 -3.6257 -0.1 0.3 -0.4 -1.0672
C -0.3697 -1.6658 -4.5215 -0.4 0.0 0.3 -0.5989
C -0.0402 -2.5812 -5.5041 0.2 -0.5 -0.2 -0.4779
H 0.7701 -5.5011 -7.9595 0.0 0.2 0.0 0.2450
H -0.1821 -3.9747 -7.9064 0.2 -0.2 0.2 0.3323
H 1.5637 -3.9656 -7.4600 -0.3 -0.2 0.0 0.3503
H -0.2308 -5.4569 -3.6647 0.0 0.3 0.1 0.4432
H -0.7913 -3.7911 -1.8874 0.0 0.1 0.0 0.4594
H -0.9305 -1.4308 -1.1251 0.2 -0.1 -0.2 0.5473
H -2.5613 1.7436 -1.6042 0.2 -0.1 0.2 0.3724
H -2.6838 0.3843 -0.4555 0.1 0.0 -0.3 0.3357
H -1.1075 1.1278 -0.7605 -0.2 0.0 -0.2 0.3567
H -3.2860 0.9812 -3.4061 0.2 -0.3 -0.1 0.3885
H -1.7334 0.8722 -4.2594 -0.3 -0.1 0.2 0.3342
H -2.7977 -0.5610 -4.1711 0.2 0.1 0.2 0.4246
H -0.3258 -0.6062 -4.7725 -0.1 -0.3 0.1 0.3707
H 0.1968 -2.2408 -6.5189 0.0 -0.1 0.6 0.3773
```
Forces are in eV/Å.

***

(2)
C20H30AsN2O3PdS2 | ωB97M-V/def2-TZVPD

Its highest occupied orbital energy is -0.39014 hartree. Its charge is +1.

Geometry as XYZ:
```
59
Properties=species:S:1:pos:R:3:forces:R:3:mulliken_charge:R:1
Pd 1.7910 0.0800 -0.3805 -0.3 0.7 0.0 0.7905
C 4.6331 -2.6700 0.5717 0.1 0.0 -0.1 -0.7784
As 5.0398 -0.8849 -0.0305 -0.1 -0.1 0.2 0.9401
C 6.6114 -1.0546 -1.1125 -0.1 0.2 0.0 -1.1316
C 5.4154 0.2323 1.4894 0.0 -0.1 0.0 -1.1556
O 3.8012 -0.2124 -0.9318 0.1 0.0 0.2 -0.7390
H 5.0125 -2.8225 1.5806 0.0 0.0 0.0 0.3500
H 5.0916 -3.3881 -0.1057 0.0 0.0 0.0 0.3933
H 3.5554 -2.7838 0.5634 0.0 0.0 0.0 0.0118
H 7.4318 -1.4009 -0.4851 0.0 0.0 0.0 0.3944
H 6.8610 -0.0905 -1.5508 0.0 0.0 0.0 0.3592
H 6.4190 -1.7743 -1.9052 0.0 0.0 0.0 0.3937
H 5.8814 -0.3512 2.2814 0.0 0.0 0.0 0.4125
H 4.4660 0.6356 1.8367 0.0 0.0 0.0 0.3342
H 6.0814 1.0405 1.1937 0.0 0.0 0.0 0.3841
C -8.8187 -1.9629 1.9351 0.0 0.0 0.0 -1.0788
C -7.4143 -1.5334 1.6096 0.1 0.0 0.1 0.7404
O -6.4738 -1.6802 2.3389 0.0 0.0 0.0 -0.5189
S -7.2868 -0.7898 -0.0191 0.0 0.0 -0.1 -0.2258
C -5.5355 -0.5525 -0.1211 0.0 0.0 0.0 0.0839
C -4.8894 0.3170 0.7506 0.0 0.0 0.0 -0.6772
C -3.5199 0.4821 0.6692 0.0 0.0 0.0 -0.2413
C -2.7772 -0.2071 -0.2953 -0.1 0.0 0.1 1.0090
C -3.4375 -1.0590 -1.1810 0.0 0.0 0.0 -0.5296
C -4.8079 -1.2349 -1.0872 0.0 0.0 0.0 -0.5671
C -1.3512 -0.0580 -0.3444 0.1 0.1 -0.1 0.2105
C -0.1420 0.0240 -0.3750 0.1 0.0 0.6 -1.0249
H -8.9754 -1.8664 3.0072 0.0 0.0 0.0 0.3123
H -8.9245 -3.0136 1.6603 0.0 0.0 0.0 0.2854
H -9.5615 -1.3869 1.3865 0.0 0.0 0.0 0.3676
H -5.4604 0.8533 1.4955 0.0 0.0 0.0 0.4296
H -3.0147 1.1509 1.3546 0.0 0.0 0.0 0.4974
H -2.8709 -1.5896 -1.9345 0.0 0.0 0.0 0.4811
H -5.3153 -1.9106 -1.7629 0.0 0.0 0.0 0.4341
C 0.1018 -2.8886 1.1681 0.0 0.0 0.1 -0.7501
S 1.1402 -1.9325 2.2667 -0.2 -0.1 0.0 0.4277
C -0.0837 -0.8136 2.9363 0.1 0.0 -0.1 -0.6686
O 2.0604 -1.1046 1.3739 0.1 -0.2 -0.4 -0.5495
H -0.7666 -3.2310 1.7307 0.0 0.0 0.0 0.4448
H 0.6791 -3.7449 0.8274 0.0 0.0 0.0 0.3648
H -0.2100 -2.2524 0.3403 0.0 0.0 0.0 0.1550
H -0.8211 -1.4045 3.4783 0.0 0.0 0.0 0.4634
H -0.5409 -0.2538 2.1229 0.0 0.0 0.0 -0.0411
H 0.4448 -0.1577 3.6250 0.0 0.0 0.0 0.3653
C -0.8072 4.5017 -2.2622 0.0 0.0 0.0 -1.2307
C 0.4083 3.6663 -2.0607 0.1 0.0 0.0 0.7814
C 1.6949 3.7791 -2.5492 0.0 0.0 0.1 -1.0733
C 2.4029 2.6791 -2.0495 0.1 0.2 0.0 0.3025
N 1.5952 1.9456 -1.2799 0.2 -0.6 -0.5 -0.3001
N 0.3944 2.5618 -1.3056 0.0 0.0 0.0 0.0584
C 3.8380 2.3817 -2.3119 0.0 0.0 0.0 -0.7646
H -0.5272 5.5352 -2.4528 0.0 0.0 0.0 0.3607
H -1.4543 4.4779 -1.3862 0.0 0.0 0.0 0.3458
H -1.3792 4.1441 -3.1192 0.0 0.0 0.0 0.2665
H 2.0876 4.5606 -3.1763 0.0 0.0 0.0 0.3779
H -0.3841 2.0900 -0.8647 0.0 0.0 0.0 0.0839
H 4.3234 3.2876 -2.6697 0.0 0.0 0.0 0.3784
H 3.9458 1.6038 -3.0679 0.0 0.0 0.0 0.2280
H 4.3420 2.0313 -1.4156 0.0 0.0 0.0 0.0265
```
Forces are in eV/Å.

***

(3)
C20H30B2BrClF4N6O6Sn | ωB97M-V/def2-TZVPD

Its highest occupied orbital energy is -0.33493 hartree. Its charge is 0.

Geometry as XYZ:
```
71
Properties=species:S:1:pos:R:3:forces:R:3:mulliken_charge:R:1
Sn -0.1110 -0.0905 -0.2480 0.1 -0.5 -0.1 1.8041
C -3.0158 3.3355 -0.9992 0.1 0.1 0.1 -1.9724
C -2.0771 2.1835 -1.1160 -0.2 0.2 0.0 0.5248
N -1.3116 1.8276 -0.1585 0.3 -0.7 0.3 0.8090
O -1.3652 2.5293 0.9936 -0.1 -0.3 0.1 -0.6204
B -0.1302 3.0670 1.6670 -0.1 0.4 0.1 0.4484
F -0.2158 4.4464 1.6290 0.0 -0.1 -0.1 -0.3063
F -0.1793 2.6173 2.9911 0.0 0.0 -0.1 -0.3271
O 1.1975 2.6843 1.1061 0.1 -0.1 0.0 -0.5627
N 1.3325 1.9158 0.0053 -0.3 -0.4 0.1 0.8873
C 2.4660 1.9593 -0.5836 0.1 0.2 -0.1 0.0543
C 3.6080 2.8118 -0.1331 -0.1 0.0 0.0 -1.9394
C 2.5709 1.1639 -1.8323 0.2 0.0 -0.1 0.3505
N 1.6417 0.3152 -2.0133 -0.4 -0.1 0.0 0.6544
O 1.6358 -0.3605 -3.1763 0.1 0.1 -0.1 -0.5543
B 0.3407 -1.0381 -3.4616 0.0 -0.3 0.0 0.6499
F 0.4443 -1.6582 -4.6702 0.0 0.1 0.0 -0.3509
F 0.0308 -1.9227 -2.4178 0.0 0.1 0.1 -0.0673
O -0.7846 -0.0568 -3.5508 -0.2 0.2 -0.2 -0.5544
N -0.9953 0.6170 -2.4218 0.5 -0.3 0.3 0.8464
C -1.9695 1.4301 -2.3790 -0.2 0.1 -0.3 0.3774
C -2.9431 1.6329 -3.4913 0.0 -0.1 -0.1 -2.0410
C 3.6892 1.4032 -2.7955 -0.1 0.0 0.0 -1.9037
H -2.7397 3.9487 -0.1469 0.0 0.0 0.0 0.4598
H -4.0290 2.9578 -0.8408 0.0 0.0 -0.1 0.3082
H -3.0112 3.9338 -1.9082 0.0 0.0 0.0 0.4464
H 3.3428 3.3199 0.7877 0.0 0.0 0.0 0.4231
H 3.8476 3.5564 -0.8939 0.0 0.0 0.0 0.3852
H 4.4961 2.1986 0.0293 0.0 0.0 0.0 0.3617
H -2.7197 0.9308 -4.2886 0.0 0.0 0.0 0.4319
H -2.8948 2.6429 -3.9003 0.0 0.0 0.1 0.4151
H -3.9565 1.4504 -3.1289 0.0 0.0 0.0 0.3490
H 4.6532 1.2875 -2.2985 0.0 0.0 0.0 0.3569
H 3.6323 2.4134 -3.2055 0.0 0.0 0.0 0.3323
H 3.6172 0.6930 -3.6126 0.0 0.0 0.0 0.4604
N -1.8222 -0.4136 1.8241 0.2 0.2 -0.2 -0.0685
C -2.0248 -0.1464 3.2684 0.0 -0.1 0.0 -0.8184
C -1.3280 -1.1688 4.1619 0.1 0.2 0.0 -0.8236
C 0.1782 -0.9704 4.3206 -0.1 -0.1 -0.1 -0.7331
C 0.9372 -1.1293 3.0051 0.0 0.1 0.0 -0.5231
N 1.0135 0.1176 2.2287 -0.4 0.2 -0.1 -0.0440
H -2.4856 0.1516 1.3045 -0.1 -0.1 0.0 0.1694
H -2.0553 -1.3845 1.6209 0.0 0.0 0.0 -0.0459
H -3.0952 -0.1774 3.4903 0.0 0.0 0.0 0.4983
H -1.6771 0.8641 3.4889 0.0 0.0 0.0 0.2857
H -1.5200 -2.1725 3.7662 -0.1 0.0 0.1 0.3397
H -1.7842 -1.1135 5.1523 -0.1 0.0 0.0 0.4480
H 0.5478 -1.7029 5.0414 0.0 0.0 0.0 0.3878
H 0.3710 0.0255 4.7316 0.1 0.0 0.1 0.2997
H 0.4303 -1.8799 2.3942 0.1 -0.1 0.0 -0.0805
H 1.9494 -1.4916 3.1824 0.0 0.0 -0.1 0.6623
H 1.8464 0.6484 2.4571 0.1 0.0 -0.1 0.2538
H 0.2528 0.7235 2.5157 0.1 0.1 0.2 -0.3230
Cl -5.0360 -1.0169 -1.2173 -0.1 0.0 -0.1 -0.2150
C -3.8869 -2.3706 -1.4188 0.2 0.1 0.0 -0.6992
C -2.6136 -2.1310 -0.6077 -0.4 -0.2 0.1 0.2820
O -2.2143 -3.0209 0.1334 0.0 0.2 0.0 -0.7412
O -2.1064 -0.9676 -0.7839 0.8 0.3 0.2 -0.1558
H -3.6189 -2.4276 -2.4718 -0.1 0.0 0.0 0.2740
H -4.3726 -3.2807 -1.0905 0.0 0.0 0.0 0.4466
Br 4.3338 -5.2795 -0.0741 0.0 0.0 0.0 -0.2057
C 3.0711 -3.8659 -0.0306 0.0 -0.1 0.0 -0.2698
C 1.7206 -4.1635 -0.0578 -0.2 0.1 0.1 -0.7337
C 0.7928 -3.1222 -0.0195 0.6 -0.3 -0.1 -0.1664
C 1.2779 -1.8355 0.0260 -1.2 1.2 -0.3 0.8043
C 2.6184 -1.5141 0.0665 0.1 -0.6 0.1 -0.6927
C 3.5320 -2.5629 0.0415 0.1 0.3 0.1 -0.8633
H 1.3785 -5.1869 -0.1289 0.1 0.0 0.1 0.4838
H -0.2646 -3.3272 -0.0396 0.0 0.0 0.0 0.6110
H 2.9622 -0.4913 0.1114 0.0 0.0 0.1 0.5558
H 4.5949 -2.3621 0.0708 0.0 0.0 0.0 0.4640
```
Forces are in eV/Å.

***

- What is the formula in the second record?
  C20H30AsN2O3PdS2

***

- Look up the highest occupied orbital energy of the first one.
  -0.21679 hartree

***

- Which value of charge does entry 3 give?
  0